(1)
{
  "formula": "C4H4BrF3",
  "method": "the ωB97M-V functional and the def2-TZVPD basis",
  "species": ["C", "C", "C", "C", "F", "F", "F", "Br", "H", "H", "H", "H"],
  "positions_angstrom": [[0.376, 0.886, 3.424], [0.983, 2.080, 3.095], [-0.782, -0.870, -0.052], [0.297, -1.153, 0.529], [-0.469, 1.023, 4.425], [0.787, 3.178, 3.752], [2.071, 2.180, 2.027], [1.387, -2.813, 0.372], [0.845, 0.016, 2.646], [-1.236, -1.601, -0.803], [-1.177, 0.119, -0.273], [0.954, -0.288, 0.940]],
  "smiles": "FC=C(F)F.C=CBr",
  "lumo_energy_ev": 0.6,
  "homo_energy_ev": -10.019,
  "largest_force_ha_per_bohr": 0.130,
  "charge": 0
}

***

(2)
{
  "formula": "C4H4BrN",
  "method": "the ωB97M-V functional and the def2-TZVPD basis",
  "species": ["C", "C", "C", "C", "N", "Br", "H", "H", "H", "H"],
  "positions_angstrom": [[1.303, 0.868, 0.706], [-1.451, -0.338, 0.585], [-0.766, -0.266, -0.510], [1.269, 0.059, -0.430], [1.445, 1.483, 1.648], [-1.269, -0.904, -2.173], [-2.447, -0.639, 0.549], [-1.147, 0.271, 1.508], [1.705, 0.467, -1.310], [1.358, -0.999, -0.573]],
  "lumo_energy_ev": 0.1,
  "homo_energy_ev": -10.011,
  "largest_force_ha_per_bohr": 0.101,
  "charge": 0
}

***

(3)
{
  "formula": "C4H4BrN",
  "method": "the ωB97M-V functional and the def2-TZVPD basis",
  "species": ["C", "C", "C", "C", "N", "Br", "H", "H", "H", "H"],
  "positions_angstrom": [[1.018, 1.245, -0.003], [-1.256, 0.748, -0.057], [-0.043, 0.275, -0.060], [0.463, -1.103, 0.012], [1.998, 1.814, 0.052], [-2.868, -0.301, -0.157], [-1.348, 1.771, 0.163], [0.835, -1.412, 1.046], [1.293, -1.121, -0.647], [-0.093, -1.917, -0.350]],
  "smiles": "C/C(C#N)=C\\Br",
  "lumo_energy_ev": 0.5,
  "homo_energy_ev": -10.028,
  "largest_force_ha_per_bohr": 0.039,
  "charge": 0
}

***

(4)
{
  "formula": "C4H4BrN2O2",
  "method": "the ωB97M-V functional and the def2-TZVPD basis",
  "species": ["C", "C", "C", "C", "N", "N", "O", "O", "Br", "H", "H", "H", "H"],
  "positions_angstrom": [[1.144, -0.930, -0.079], [-1.165, -0.290, -0.861], [0.074, 0.691, 1.372], [-1.105, 0.856, 0.053], [0.080, -1.160, -0.796], [1.182, -0.017, 0.899], [-2.113, -0.538, -1.553], [-0.083, 1.245, 2.396], [-0.186, 2.087, -1.337], [2.111, -1.563, -0.369], [-2.063, 1.413, 0.219], [0.254, -1.794, -1.580], [1.869, -0.001, 1.636]],
  "lumo_energy_ev": -6.0,
  "homo_energy_ev": -14.795,
  "largest_force_ha_per_bohr": 0.110,
  "charge": 1
}

***

(5)
{
  "formula": "C4H4BrN4O",
  "method": "the ωB97M-V functional and the def2-TZVPD basis",
  "species": ["C", "C", "C", "C", "N", "N", "N", "N", "O", "Br", "H", "H", "H", "H"],
  "positions_angstrom": [[1.133, -0.880, 2.558], [-2.040, 0.669, 0.643], [-0.671, -0.454, 0.788], [0.285, -0.554, -0.289], [0.931, -1.291, 3.827], [-0.329, -1.532, 3.979], [-0.998, -1.253, 2.992], [-0.216, -0.882, 1.932], [2.156, -0.535, 2.021], [-3.227, 0.501, 2.068], [-2.653, 0.597, -0.262], [1.300, -0.121, -0.068], [-0.052, 0.003, -1.255], [0.294, -1.569, -0.517]],
  "smiles": "C/C(=C/Br)n1nnnc1[O-]",
  "lumo_energy_ev": [3.5, 3.5],
  "homo_energy_ev": [-3.858, -3.861],
  "largest_force_ha_per_bohr": 0.132,
  "charge": -1
}

***

(6)
{
  "formula": "C4H4BrNOS",
  "method": "the ωB97M-V functional and the def2-TZVPD basis",
  "species": ["C", "C", "C", "C", "N", "O", "S", "Br", "H", "H", "H", "H"],
  "positions_angstrom": [[-0.438, 1.190, -0.540], [-0.082, -1.656, -0.104], [-1.061, 0.790, 0.752], [1.768, 0.061, -0.658], [0.834, 0.914, -0.667], [-0.653, -1.326, -1.114], [-0.333, -0.815, 1.426], [3.478, 0.280, -0.044], [-0.968, 1.184, -1.520], [0.535, -2.550, 0.103], [-0.946, 1.373, 1.694], [-2.134, 0.554, 0.672]],
  "lumo_energy_ev": [-0.3, -0.3],
  "homo_energy_ev": [-8.245, -8.245],
  "largest_force_ha_per_bohr": 0.055,
  "charge": 0
}

***

(7)
{
  "formula": "C4H4Cl2",
  "method": "the ωB97M-V functional and the def2-TZVPD basis",
  "species": ["C", "C", "C", "C", "Cl", "Cl", "H", "H", "H", "H"],
  "positions_angstrom": [[0.193, 0.230, -0.304], [1.162, 0.507, -1.173], [-0.664, 0.116, 0.657], [2.248, 2.718, 2.247], [3.062, 2.462, 0.896], [0.851, 3.578, 2.211], [1.165, 1.164, -1.995], [2.059, -0.006, -0.851], [-1.451, -0.637, 0.648], [-0.750, 0.763, 1.470]],
  "lumo_energy_ev": -0.6,
  "homo_energy_ev": -8.774,
  "largest_force_ha_per_bohr": 0.069,
  "charge": 0
}

***

(8)
{
  "formula": "C4H4Cl2O",
  "method": "the ωB97M-V functional and the def2-TZVPD basis",
  "species": ["C", "C", "C", "C", "O", "Cl", "Cl", "H", "H", "H", "H"],
  "positions_angstrom": [[0.999, 0.887, 0.411], [1.908, -0.002, 0.169], [-1.155, 0.662, -0.532], [-1.583, -0.634, -0.056], [-1.487, 1.573, -1.176], [3.563, 0.048, 0.792], [1.665, -1.407, -0.815], [1.091, 1.783, 0.986], [-0.869, -1.381, -0.408], [-2.589, -0.878, -0.403], [-1.542, -0.649, 1.032]],
  "lumo_energy_ev": 0.3,
  "homo_energy_ev": -8.885,
  "largest_force_ha_per_bohr": 0.068,
  "charge": 0
}

***

(9)
{
  "formula": "C4H4Cl2O2",
  "method": "the ωB97M-V functional and the def2-TZVPD basis",
  "species": ["C", "C", "C", "C", "O", "O", "Cl", "Cl", "H", "H", "H", "H"],
  "positions_angstrom": [[-0.654, 1.033, -0.146], [-0.076, -1.474, 0.161], [0.879, -0.636, 0.978], [0.267, -0.122, -0.327], [-1.544, 1.162, 0.627], [-0.236, 1.974, -1.021], [1.216, -0.024, -1.741], [-1.336, 3.237, -1.326], [0.175, -2.274, -0.331], [-1.097, -1.743, 0.519], [0.420, -0.162, 1.802], [1.985, -0.970, 0.808]],
  "smiles": "O=C(OCl)C1(Cl)CC1",
  "lumo_energy_ev": -0.3,
  "homo_energy_ev": -10.468,
  "largest_force_ha_per_bohr": 0.112,
  "charge": 0
}

***

(10)
{
  "formula": "C4H4Cl2O2",
  "method": "the ωB97M-V functional and the def2-TZVPD basis",
  "species": ["C", "C", "C", "C", "O", "O", "Cl", "Cl", "H", "H", "H", "H"],
  "positions_angstrom": [[0.131, 0.695, -1.027], [-0.143, 0.084, 1.397], [0.680, -1.089, 0.844], [-0.398, -0.411, -0.018], [1.134, 1.285, -0.803], [-0.786, 0.866, -1.996], [-1.993, -1.084, -0.313], [-0.366, 1.945, -3.242], [-0.787, -0.245, 2.150], [0.351, 0.916, 1.604], [1.739, -0.818, 0.440], [0.438, -2.145, 0.964]],
  "smiles": "O=C(OCl)C1(Cl)CC1",
  "lumo_energy_ev": -0.4,
  "homo_energy_ev": -10.480,
  "largest_force_ha_per_bohr": 0.102,
  "charge": 0
}